Record 1
Molecular formula: C33H73N4O4S
Method: DFT, wB97M-V/def2-TZVPD

Calculated values
Total charge: +1
HOMO level: -11.1 eV
Energy: -60385.7707 eV

XYZ file:
```
115
Properties=species:S:1:pos:R:3:lowdin_charge:R:1
S 0.09 -2.79 -3.14 1.18
O -0.22 5.98 4.39 0.01
O -2.54 0.25 -5.56 0.00
O -0.76 2.28 -0.54 0.00
O 6.74 -2.97 -5.03 0.05
N -0.13 3.73 1.04 0.02
N 5.39 -1.59 -3.89 0.00
N -1.24 7.75 5.31 0.01
N -4.75 0.23 -5.17 0.02
C 6.24 -2.66 -3.97 -0.55
C -1.77 -0.52 0.65 -0.22
C 0.48 -1.54 5.60 -0.20
C 1.76 -2.35 5.30 -0.22
C 0.70 -4.84 -1.38 -0.23
C -0.59 3.44 -0.19 -0.54
C -0.29 6.04 6.79 -0.01
C -1.29 -0.46 -2.70 -0.09
C -0.57 6.58 5.40 -0.53
C -0.78 -2.18 4.99 -0.21
C -1.35 -0.51 3.15 -0.20
C -1.60 -4.06 1.21 -0.19
C -3.67 0.55 -5.92 -0.53
C -1.73 8.60 6.39 -0.07
C -1.78 -1.11 4.51 -0.19
C 1.24 -3.50 -1.93 -0.36
C 2.60 -1.70 4.19 -0.28
C 0.70 -0.41 -4.37 -0.23
C -1.75 -3.02 0.07 -0.17
C 4.69 -1.07 -2.73 -0.08
C 6.53 -3.41 -2.69 -0.01
C 0.12 5.04 1.65 -0.06
C -0.83 -5.27 0.69 -0.19
C 1.59 1.77 -5.36 -0.09
C 0.55 -4.82 0.16 -0.18
C -0.93 -1.73 0.25 -0.21
C -3.92 1.30 -7.20 0.00
C 0.47 1.10 -4.55 -0.24
C 0.12 -0.94 -3.05 -0.49
C 3.96 -2.35 4.00 -0.11
C -0.88 4.60 -1.11 -0.01
C -2.40 -0.64 2.04 -0.18
C -6.15 0.51 -5.43 -0.06
H 1.48 -3.34 4.96 0.10
H -0.40 -0.93 2.84 0.09
H 2.19 -3.70 -2.43 0.09
H 2.37 -2.46 6.19 0.11
H -0.47 1.23 -5.08 0.08
H -6.72 -0.42 -5.50 0.09
H 1.47 -2.79 -1.13 0.09
H -1.41 -5.76 -0.10 0.11
H -6.26 1.05 -6.37 0.07
H 4.71 -1.96 4.69 0.07
H 1.40 -5.63 -1.64 0.11
H 0.59 -0.55 5.15 0.10
H 5.61 -3.83 -2.27 0.07
H 0.33 6.74 7.35 0.09
H -1.27 9.58 6.33 0.09
H -1.27 -2.81 5.73 0.11
H -2.96 1.49 -7.68 0.08
H 6.99 -2.75 -1.94 0.09
H -1.04 -3.64 2.04 0.09
H -2.59 -4.36 1.56 0.11
H -1.70 0.19 -3.47 0.06
H -1.45 -3.51 -0.86 0.07
H -0.48 5.16 2.54 0.05
H -0.26 -5.07 -1.83 0.09
H -0.12 -1.88 0.96 0.10
H -0.46 -1.49 -0.71 0.05
H -2.94 -1.58 2.16 0.10
H -4.40 2.26 -7.01 0.09
H 7.21 -4.21 -2.91 0.09
H 0.05 2.91 1.61 0.14
H 1.17 5.10 1.93 0.09
H 2.14 1.03 -5.95 0.07
H -0.67 -5.98 1.50 0.11
H 0.25 5.11 6.69 0.08
H -1.76 -0.31 5.25 0.11
H 0.74 -3.81 0.52 0.09
H 2.03 -1.77 3.26 0.09
H 1.20 2.54 -6.01 0.07
H 1.77 -0.61 -4.42 0.10
H 2.71 -0.63 4.41 0.11
H -2.81 8.71 6.31 0.09
H -2.78 -1.52 4.44 0.10
H -4.52 -0.27 -4.32 0.14
H -1.17 0.56 3.29 0.11
H -1.21 5.87 7.33 0.09
H 0.01 5.19 -1.29 0.09
H 1.32 -5.45 0.60 0.11
H 0.35 1.59 -3.58 0.11
H 4.93 -1.66 -1.85 0.07
H 0.23 -0.94 -5.20 0.12
H -1.15 0.37 0.61 0.09
H 0.33 -1.44 6.67 0.11
H -4.54 0.72 -7.88 0.09
H 3.61 -1.11 -2.92 0.06
H -0.51 -2.80 4.13 0.09
H 4.98 -0.04 -2.56 0.09
H -1.24 4.20 -2.06 0.08
H -2.80 -2.74 -0.05 0.12
H -1.27 0.10 -1.76 0.05
H 4.33 -2.16 2.99 0.06
H -6.57 1.12 -4.63 0.09
H -1.50 8.16 7.35 0.07
H 2.31 2.25 -4.69 0.07
H -1.98 -1.29 -2.60 0.08
H -3.09 0.20 2.14 0.12
H -1.65 5.25 -0.69 0.09
H 3.89 -3.43 4.10 0.07
H 5.25 -1.13 -4.78 0.14
H 0.69 -3.04 -4.31 0.03
H -2.58 -0.40 -0.08 0.11
H 0.84 -0.71 -2.26 0.11
H -0.10 5.83 0.94 0.08
H -1.39 8.06 4.36 0.14
```

Record 2
Molecular formula: C9H10F3NOs
Method: DFT, wB97M-V/def2-TZVPD

Calculated values
Total charge: 0
HOMO level (alpha / beta): -4.7 / -8.2 eV
2S+1: 5
Energy: -21598.1130 eV

XYZ file:
```
24
Properties=species:S:1:pos:R:3:lowdin_spin:R:1
Os -0.06 -0.24 -0.11 2.07
F -0.05 -0.85 2.84 0.01
F 0.07 1.31 2.47 0.04
F 1.84 0.01 2.12 0.03
N 1.38 1.19 -0.68 0.50
C 0.74 2.64 -2.55 0.37
C 0.05 -1.30 -1.94 0.12
C 0.18 -2.34 0.13 0.11
C 0.52 1.89 -1.42 0.07
C -1.28 -1.39 -1.40 0.07
C -0.88 1.51 -0.92 0.16
C -1.19 -2.04 -0.12 0.08
C 0.96 -1.88 -0.99 0.16
C 0.46 0.08 1.99 0.10
H -2.19 -1.03 -1.87 0.00
H -1.16 2.11 -0.05 0.03
H 0.32 -0.87 -2.91 0.01
H 2.39 1.18 -0.81 0.03
H -0.16 2.99 -3.06 0.02
H -2.03 -2.27 0.53 0.01
H 2.04 -1.96 -1.09 0.02
H 1.76 2.85 -2.88 0.02
H -1.62 1.44 -1.72 0.00
H 0.58 -2.84 1.02 0.01
```

Record 3
Molecular formula: C4H11N3O2
Method: DFT, wB97M-V/def2-TZVPD

Calculated values
Total charge: 0
SMILES string: CCN(CC)N(O)N=O
ΔE to the lowest compared entry with this formula, charge and spin: 158.3 kcal per mole
HOMO level: -9.6 eV
Energy: -12885.9658 eV

XYZ file:
```
20
Properties=species:S:1:pos:R:3:lowdin_charge:R:1
O 1.53 0.03 1.24 0.03
O 3.53 -0.15 0.03 -0.07
N 2.61 -0.34 -0.78 0.02
N 0.25 -0.28 -0.79 -0.12
N 1.48 -0.39 -0.12 -0.17
C -1.47 -1.39 0.55 -0.10
C -0.23 1.06 -0.88 -0.27
C -0.59 -1.44 -0.65 -0.21
C -0.73 1.80 0.27 -0.13
H -1.20 -1.64 -1.57 0.14
H -0.91 -0.79 1.39 0.10
H 0.57 1.78 -1.25 0.14
H 0.13 2.05 0.92 0.08
H -1.02 1.06 -1.65 0.13
H -1.16 2.78 0.00 0.09
H -1.57 1.30 0.79 0.07
H 0.15 -2.18 -0.51 0.11
H -1.49 -2.29 1.14 0.06
H 2.51 -0.14 1.24 0.05
H -2.37 -0.84 0.64 0.06
```

Record 4
Molecular formula: C20H21N2O3ReS2SbSe4
Method: DFT, wB97M-V/def2-TZVPD

Calculated values
Total charge: +3
ΔE to the lowest compared entry with this formula, charge and spin: 6.7 kcal per mole
HOMO level (alpha / beta): -16.8 / -16.8 eV
Energy: -321897.8321 eV

XYZ file:
```
54
Properties=species:S:1:pos:R:3:lowdin_charge:R:1
Re -0.74 2.21 -1.12 0.50
Sb -3.31 2.25 -4.42 0.76
Se -0.16 0.62 -2.76 0.73
Se -1.02 3.21 -4.85 0.12
Se -3.17 1.83 -2.04 0.07
Se -0.34 3.85 -2.72 0.32
S -0.91 -1.83 -1.08 1.14
S -2.18 3.22 0.64 0.73
O -0.34 0.86 0.35 -0.34
O 0.19 -0.98 -1.93 -0.83
O 0.94 2.79 -0.28 -0.28
N 1.32 2.10 0.81 -0.12
N 0.65 1.11 1.17 0.11
C 2.52 2.53 1.49 -0.17
C 4.01 4.27 2.11 -0.03
C -3.28 4.56 0.14 -0.31
C 4.76 3.34 2.83 -0.02
C 3.25 1.58 2.20 0.00
C -0.10 -4.27 -2.04 -0.03
C -2.53 -4.58 -3.40 -0.03
C -1.10 -3.30 -1.98 -0.40
C -0.66 -2.65 1.45 -0.06
C -1.55 -5.56 -3.47 -0.01
C 1.45 -2.24 0.30 -0.08
C 2.13 -2.64 1.44 -0.04
C 0.06 -2.26 0.34 -0.42
C -2.32 -3.44 -2.65 -0.07
C 2.87 3.87 1.43 0.01
C 4.38 2.00 2.87 -0.03
C 1.43 -3.06 2.57 -0.03
C -0.34 -5.40 -2.80 -0.02
C -3.25 2.02 1.45 -0.30
C 0.04 -3.06 2.58 -0.03
H -1.72 -6.45 -4.05 0.13
H 0.83 -4.16 -1.49 0.12
H 2.94 0.54 2.21 0.11
H -3.67 4.98 1.07 0.08
H -3.67 2.52 2.32 0.08
H 1.97 -3.38 3.45 0.13
H -2.63 1.19 1.76 0.05
H 2.28 4.58 0.87 0.12
H 0.42 -6.18 -2.85 0.13
H -4.09 4.20 -0.49 0.04
H -2.67 5.30 -0.37 0.06
H -4.04 1.69 0.78 0.04
H 5.64 3.66 3.35 0.13
H 1.99 -1.93 -0.58 0.12
H -3.47 -4.72 -3.91 0.13
H -0.49 -3.39 3.46 0.13
H -3.08 -2.68 -2.57 0.11
H 3.22 -2.65 1.44 0.12
H -1.74 -2.66 1.45 0.12
H 4.97 1.29 3.43 0.13
H 4.31 5.30 2.08 0.13
```

Record 5
Molecular formula: C23H20BrF2IrN3O3
Method: DFT, wB97M-V/def2-TZVPD

Calculated values
Total charge: +2
ΔE to the lowest compared entry with this formula, charge and spin: 0.0 kcal per mole
HOMO level (alpha / beta): -14.3 / -14.1 eV
2S+1: 2
Energy: -113086.0667 eV

XYZ file:
```
53
Properties=species:S:1:pos:R:3:lowdin_spin:R:1
Ir -0.43 -0.85 -0.12 0.43
Br -4.16 3.57 5.16 0.02
F -5.30 -3.01 0.44 0.00
F -2.05 -5.67 -1.61 0.00
O -1.84 0.84 -0.32 -0.02
O -1.26 0.14 1.65 0.01
O 1.21 0.51 0.11 0.04
N 2.93 1.36 1.33 0.01
N 0.58 -2.35 -1.08 0.03
N -4.37 3.66 1.13 0.28
C 0.55 -4.55 -2.05 0.00
C 4.06 0.67 0.74 0.00
C 1.85 -4.37 -2.49 0.00
C 4.36 1.32 -0.64 0.00
C -4.05 -3.18 0.02 0.00
C 2.51 -3.18 -2.21 0.00
C 1.80 1.48 0.58 0.00
C -3.58 2.79 0.63 0.04
C 1.84 -2.20 -1.50 0.01
C -3.70 -4.38 -0.59 0.00
C -2.94 2.25 2.91 0.00
C -4.57 3.95 2.38 0.03
C -1.96 0.98 0.96 0.01
C -2.81 1.96 1.52 0.04
C 2.50 3.11 -1.00 0.00
C 1.51 2.89 0.17 0.00
C 3.99 2.81 -0.73 0.00
C -1.45 -3.49 -0.88 0.00
C -3.81 3.21 3.35 0.03
C -2.40 -4.52 -1.03 0.00
C -3.14 -2.15 0.22 0.00
C -1.84 -2.28 -0.24 0.00
C -0.08 -3.51 -1.35 0.00
H 3.82 0.79 -1.43 0.00
H -5.30 4.69 2.66 0.01
H 1.70 3.61 0.97 0.00
H -3.49 -1.26 0.73 0.00
H 2.17 2.50 -1.85 0.00
H 4.53 3.22 -1.59 0.00
H 2.41 4.16 -1.30 0.00
H 0.04 -5.47 -2.25 0.00
H 4.33 3.36 0.15 0.00
H 3.52 -3.00 -2.54 0.00
H 3.83 -0.39 0.62 0.00
H -2.32 1.71 3.61 0.00
H -3.48 2.69 -0.44 0.01
H 0.49 3.00 -0.19 0.00
H 3.21 2.20 1.83 0.00
H 2.34 -5.15 -3.05 0.00
H 5.43 1.22 -0.83 0.00
H 4.91 0.77 1.41 0.00
H 2.33 -1.27 -1.26 0.00
H -4.42 -5.17 -0.71 0.00
```

Record 6
Molecular formula: C3H6S
Method: DFT, wB97M-V/def2-TZVPD

Calculated values
Total charge: 0
ΔE to the lowest compared entry with this formula, charge and spin: 55.7 kcal per mole
HOMO level: -8.7 eV
Energy: -14040.4497 eV

XYZ file:
```
10
Properties=species:S:1:pos:R:3:lowdin_charge:R:1
S 2.06 -0.16 -0.13 0.70
C -0.58 0.84 0.06 -0.21
C 0.42 -0.01 -0.64 -0.82
C -0.64 -0.69 0.14 -0.22
H -1.23 -1.36 -0.32 0.05
H -0.34 1.45 1.05 0.14
H 1.67 -0.49 1.19 -0.08
H 0.45 0.12 -2.07 0.22
H -1.40 1.39 -0.49 0.10
H -0.42 -1.10 1.20 0.12
```

Record 7
Molecular formula: C4H12
Method: DFT, wB97M-V/def2-TZVPD

Calculated values
Total charge: 0
SMILES string: CC.CC
ΔE to the lowest compared entry with this formula, charge and spin: 4.6 kcal per mole
HOMO level: -11.7 eV
Energy: -4342.3273 eV

XYZ file:
```
16
Properties=species:S:1:pos:R:3:lowdin_charge:R:1
C 0.96 -2.06 -1.38 -0.17
C -0.69 2.11 0.11 -0.17
C -0.08 -2.33 -0.29 -0.17
C -0.22 2.29 1.56 -0.17
H 0.19 2.25 -0.54 0.07
H -1.00 1.09 -0.04 0.04
H 0.80 -1.08 -1.80 0.05
H 0.15 3.31 1.71 0.06
H 1.03 -2.82 -2.16 0.06
H -1.04 2.20 2.27 0.06
H 0.57 1.57 1.74 0.06
H -0.48 -3.34 -0.31 0.06
H 1.97 -1.98 -0.94 0.06
H -0.93 -1.64 -0.41 0.05
H 0.31 -2.18 0.71 0.05
H -1.52 2.74 -0.20 0.06
```

Record 8
Molecular formula: C24H36N3O4S
Method: DFT, wB97M-V/def2-TZVPD

Calculated values
Total charge: +1
HOMO level: -9.3 eV
Energy: -48961.0541 eV

XYZ file:
```
68
Properties=species:S:1:pos:R:3:lowdin_charge:R:1
S 0.49 -0.23 -3.31 1.06
O -3.92 2.48 1.80 -0.22
O 4.59 2.48 -1.76 0.09
O 5.03 0.36 -2.41 -0.02
O -5.13 4.21 6.50 -0.21
N 4.62 -4.52 -0.77 0.00
N -4.55 3.23 4.18 0.05
N 0.05 -3.06 -2.69 0.09
C 1.37 -2.79 -3.11 -0.24
C -5.32 5.16 5.48 -0.20
C 2.30 -3.82 -3.19 0.03
C 1.74 -1.49 -3.44 -0.38
C -1.48 -0.45 0.21 -0.11
C 3.60 -3.55 -3.61 -0.21
C -4.02 2.40 0.38 -0.06
C 4.55 1.29 -1.58 -0.34
C -0.49 -2.20 -1.71 -0.26
C -1.67 -1.82 0.35 -0.09
C -3.12 3.57 2.22 -0.20
C -5.52 4.37 4.19 -0.07
C 4.65 -4.64 -3.68 -0.17
C 4.27 -5.80 -1.38 -0.27
C -4.89 4.80 7.77 -0.06
C -0.81 0.05 -0.90 -0.11
C 4.36 -5.92 -2.93 -0.20
C -3.16 3.55 3.74 -0.07
C 3.44 0.20 -4.24 -0.13
C 3.04 -1.20 -3.86 -0.21
C 3.95 -2.25 -3.94 0.01
C 4.84 0.60 -3.81 -0.17
C -1.17 -2.69 -0.60 -0.02
C -0.33 -0.82 -1.86 -0.45
H 5.61 0.05 -4.35 0.12
H 3.44 -6.38 -3.30 0.10
H -1.86 0.21 0.98 0.08
H -3.97 5.40 7.76 0.10
H -5.36 4.97 3.30 0.14
H -4.46 5.84 5.41 0.13
H 2.00 -4.83 -2.93 0.11
H 3.37 0.33 -5.33 0.14
H -3.03 2.29 -0.07 0.08
H 5.60 -4.23 -3.32 0.11
H -4.88 2.49 3.55 0.17
H -0.08 -4.03 -2.44 0.13
H -2.18 -2.21 1.22 0.10
H 3.89 -3.84 -0.88 0.05
H -2.85 4.50 4.18 0.14
H -2.08 3.45 1.89 0.14
H -3.51 4.51 1.82 0.13
H 4.90 -6.56 -0.92 0.10
H -6.51 3.93 4.16 0.14
H -4.78 3.99 8.49 0.10
H -2.52 2.76 4.13 0.14
H 4.83 -4.87 -4.74 0.12
H 4.99 1.65 -4.05 0.12
H 4.10 0.85 -0.68 0.15
H 2.75 0.93 -3.80 0.08
H 3.25 -6.02 -1.07 0.10
H -4.54 2.86 5.14 0.17
H -4.51 3.28 -0.03 0.10
H -1.31 -3.76 -0.49 0.11
H -4.61 1.52 0.15 0.10
H 4.97 -2.07 -4.27 0.12
H -0.66 1.11 -1.01 0.10
H -5.73 5.43 8.07 0.10
H 5.14 -6.64 -3.17 0.10
H -6.22 5.76 5.67 0.14
H 5.50 -4.15 -1.09 0.06
```

Record 9
Molecular formula: C34H31N6OPtSi
Method: DFT, wB97M-V/def2-TZVPD

Calculated values
Total charge: +1
ΔE to the lowest compared entry with this formula, charge and spin: 17.3 kcal per mole
HOMO level: -11.2 eV
Energy: -57870.0795 eV

XYZ file:
```
74
Properties=species:S:1:pos:R:3:lowdin_charge:R:1
Pt -0.32 -0.75 0.08 1.23
Si -0.18 1.82 -2.04 0.48
O -0.23 1.12 -0.56 -0.48
N 0.72 -4.19 8.29 0.08
N -4.73 -0.70 1.90 0.12
N -2.27 -0.79 0.66 -0.05
N 4.33 -1.78 0.27 0.12
N 1.65 -1.16 0.01 -0.05
N -0.17 -1.91 1.70 -0.03
C -0.85 4.41 -3.07 -0.08
C -1.21 -1.82 2.55 -0.16
C -0.25 4.23 -0.65 -0.09
C 3.46 -2.05 1.25 -0.04
C -3.35 -0.41 -0.02 -0.04
C 3.45 1.44 -4.09 -0.08
C 0.39 -3.16 5.70 -0.16
C -3.66 -1.14 2.54 -0.04
C 1.09 -2.10 2.14 -0.17
C -1.46 -0.54 -3.13 -0.13
C -2.44 3.33 -1.45 -0.09
C -2.42 -1.24 1.93 -0.15
C -1.37 1.32 -4.61 -0.10
C -0.69 -3.28 6.58 0.00
C 1.63 1.91 -2.56 -0.24
C 2.10 1.47 -3.80 -0.09
C -2.12 -1.30 -4.10 -0.08
C -2.42 -0.72 -5.33 -0.08
C -0.97 3.53 -1.82 -0.61
C 1.63 -3.58 6.17 0.00
C -1.05 -2.23 3.86 0.08
C 3.94 2.28 -1.89 -0.09
C 4.38 1.84 -3.14 -0.09
C 2.50 -0.91 -0.98 -0.03
C 0.20 -2.65 4.32 -0.09
C -1.08 0.78 -3.35 -0.22
C 2.58 2.30 -1.61 -0.11
C -0.47 -3.79 7.85 -0.12
C -4.59 -0.38 0.62 -0.06
C 3.85 -1.24 -0.83 -0.05
C 2.11 -1.77 1.14 -0.15
C 1.74 -4.08 7.46 -0.12
C 1.29 -2.51 3.45 0.08
C -2.03 0.58 -5.58 -0.07
H -2.54 2.73 -0.54 0.07
H -2.93 -1.30 -6.08 0.11
H 2.25 2.64 -0.63 0.10
H -1.21 -1.04 -2.20 0.04
H 3.79 1.10 -5.06 0.11
H -1.19 5.42 -2.84 0.09
H 0.79 4.45 -0.90 0.07
H 2.52 -3.53 5.56 0.10
H 1.39 1.15 -4.56 0.10
H -2.24 1.03 -6.55 0.11
H -1.69 -2.99 6.32 0.10
H -3.80 -1.43 3.57 0.13
H -2.39 -2.32 -3.90 0.10
H 2.30 -2.68 3.79 0.11
H 0.19 4.48 -3.42 0.08
H -5.47 -0.06 0.07 0.13
H -0.74 5.18 -0.44 0.09
H -0.27 3.63 0.25 0.08
H -1.30 -3.89 8.54 0.12
H -1.47 4.04 -3.88 0.06
H -1.06 2.32 -4.85 0.09
H 2.12 -0.42 -1.87 0.11
H 3.86 -2.52 2.14 0.13
H 4.54 -1.03 -1.64 0.12
H 2.71 -4.40 7.83 0.12
H 5.44 1.82 -3.36 0.11
H -2.99 2.83 -2.26 0.08
H -1.89 -2.18 4.53 0.11
H -3.22 -0.11 -1.05 0.12
H 4.65 2.61 -1.15 0.11
H -2.92 4.29 -1.27 0.09
```

Record 10
Molecular formula: C5H8O
Method: DFT, wB97M-V/def2-TZVPD

Calculated values
Total charge: 0
ΔE to the lowest compared entry with this formula, charge and spin: 98.7 kcal per mole
HOMO level: -9.1 eV
Energy: -7357.9752 eV

XYZ file:
```
14
Properties=species:S:1:pos:R:3:lowdin_charge:R:1
O -0.28 0.76 1.06 -0.11
C -0.92 -1.58 0.55 -0.01
C 1.13 -0.17 -0.21 -0.08
C 0.70 1.24 0.08 -0.33
C -0.39 -0.22 -0.03 -0.31
C -0.42 1.30 -0.94 0.04
H -2.01 -1.67 0.64 0.06
H -0.36 1.17 -2.02 0.08
H -0.99 2.24 -0.71 0.11
H -0.50 -1.57 1.57 0.09
H 1.33 2.04 0.45 0.14
H 1.60 -0.38 -1.17 0.11
H 1.67 -0.64 0.62 0.12
H -0.54 -2.52 0.10 0.08
```